# 1
ORCA calculation (the ωB97M-V functional and the def2-TZVPD basis) on 3 unconnected molecules or ions with the total composition C3H11NO4.

HOMO energy: -9.646 eV
lowest unoccupied orbital energy: 0.443 eV
orbital gap: 10.089 eV
SMILES: CNCC(=O)O.O.O

Last column: natural (NBO) charge in e.
Cartesian coordinates (Å):
C  0.006  1.004  2.020  -0.4359
N  -0.859  0.525  0.968  -0.6389
C  -0.823  -0.957  0.874  -0.3460
C  0.266  -1.389  -0.059  0.7877
O  0.254  -2.221  -0.933  -0.5827
O  1.469  -0.799  0.229  -0.7204
H  0.983  0.558  2.069  0.2289
H  -0.523  0.981  3.000  0.1760
H  0.166  2.098  1.949  0.1994
H  -1.835  0.740  0.873  0.3819
H  -1.701  -1.290  0.305  0.2270
H  -0.793  -1.537  1.783  0.2144
H  2.199  -1.323  -0.171  0.5061
O  -2.215  -0.057  -2.355  -0.9353
H  -2.361  0.694  -1.737  0.4644
H  -1.517  -0.581  -1.960  0.4723
O  1.981  2.863  -0.645  -0.9478
H  1.278  3.492  -0.680  0.4698
H  1.738  2.124  -0.054  0.4791

=====

# 2
ORCA calculation (the ωB97M-V functional and the def2-TZVPD basis) on S2 in the gas phase.

HOMO energy: -9.133 eV
lowest unoccupied orbital energy: -3.471 eV
orbital gap: 5.661 eV

Last column: natural (NBO) charge in e.
Cartesian coordinates (Å):
S  -0.120  0.829  0.728  0.0000
S  0.120  -0.829  -0.728  0.0000

=====

# 3
ORCA calculation (the ωB97M-V functional and the def2-TZVPD basis) on a molecular structure, C5H11MnNP.

HOMO energy (spin up / spin down): -5.363 / -6.637 eV
⟨S²⟩: 6.16
2S+1: 5
lowest unoccupied orbital energy (spin up / spin down): 0.087 / -0.174 eV
orbital gap (spin up / spin down): 5.450 / 6.463 eV

Last column: natural (NBO) charge in e.
Cartesian coordinates (Å):
C  -0.075  -0.968  -1.329  -0.5924
C  -0.656  -0.104  -2.253  -0.2716
C  -0.461  1.289  -2.217  -0.3746
C  0.240  1.975  -1.203  -0.3104
C  1.037  1.335  -0.224  -0.5815
Mn  -0.358  0.154  0.186  0.9426
P  0.141  -2.174  1.129  0.0572
H  -0.191  -2.043  -1.499  0.1850
H  -1.296  -0.454  -3.071  0.2046
H  -0.903  1.911  -3.015  0.2062
H  1.705  1.961  0.392  0.1762
H  0.178  3.080  -1.259  0.2025
H  1.380  -2.480  1.773  0.0136
H  0.130  -3.329  0.306  0.0321
H  -0.763  -2.681  2.111  -0.0090
N  -0.103  0.566  2.255  -1.0664
H  -0.883  0.927  2.816  0.3911
H  0.629  1.276  2.319  0.4089
H  0.252  -0.240  2.782  0.3858

=====

# 4
ORCA calculation (the ωB97M-V functional and the def2-TZVPD basis) on C2H4BrNO2 in the gas phase.

HOMO energy: -10.334 eV
lowest unoccupied orbital energy: -0.152 eV
orbital gap: 10.182 eV
SMILES: NCOC(=O)Br

Last column: natural (NBO) charge in e.
Cartesian coordinates (Å):
N  -0.972  1.230  -0.449  -0.8478
C  -0.587  -0.215  -0.822  0.0495
O  -0.189  -0.942  0.393  -0.5264
C  1.178  -0.612  0.825  0.7017
O  2.007  0.264  0.246  -0.5765
Br  1.841  -1.598  2.481  0.0366
H  -0.131  1.729  -0.066  0.3782
H  -1.712  1.123  0.308  0.3646
H  -1.607  -0.704  -1.203  0.2055
H  0.172  -0.275  -1.711  0.2145

=====

# 5
ORCA calculation (the ωB97M-V functional and the def2-TZVPD basis) on 2 unconnected molecules or ions with the total composition C3H7BrN3.

HOMO energy: -13.345 eV
lowest unoccupied orbital energy: -3.580 eV
total charge: +1
orbital gap: 9.765 eV

Last column: natural (NBO) charge in e.
Cartesian coordinates (Å):
C  -1.056  -0.514  1.256  0.6431
C  0.494  -0.446  -2.029  -0.4259
C  0.284  -1.438  -1.154  -0.3412
N  -1.452  0.539  0.898  -0.0926
N  -0.574  -1.557  1.861  -0.7496
N  -1.602  1.561  0.100  -0.5724
Br  1.586  -2.511  -0.337  0.1116
H  1.542  -0.105  -2.267  0.2335
H  -0.276  0.013  -2.676  0.2316
H  -0.797  -1.700  -0.879  0.2086
H  -1.129  -2.245  2.292  0.4471
H  0.351  -1.532  2.166  0.4407
H  -1.085  1.495  -0.736  0.4233
H  -2.027  2.393  0.563  0.4421

=====

# 6
ORCA calculation (the ωB97M-V functional and the def2-TZVPD basis) on a molecular structure, C45H59B2CoN12O4S5.

HOMO energy (spin up / spin down): -4.537 / -4.542 eV
⟨S²⟩: 0.77
2S+1: 2
lowest unoccupied orbital energy (spin up / spin down): 1.567 / 1.567 eV
total charge: -1
orbital gap (spin up / spin down): 6.103 / 6.110 eV

Last column: Löwdin spin population.
Cartesian coordinates (Å):
Co  1.046  1.004  0.790  0.9526
C  1.650  4.355  3.939  0.0001
C  0.561  4.037  4.965  0.0001
C  1.105  3.108  6.055  -0.0003
C  0.082  5.340  5.610  0.0000
N  -0.557  3.380  4.283  0.0030
C  -1.843  3.854  4.178  -0.0001
C  -2.527  3.017  3.367  0.0014
N  -1.686  2.017  2.966  0.0020
B  -1.942  0.951  1.888  0.0153
N  -3.197  1.306  1.097  0.0026
C  -4.359  0.586  1.014  0.0002
C  -5.077  1.044  -0.032  0.0007
N  -4.364  2.068  -0.620  0.0000
C  -3.210  2.219  0.096  0.0008
S  -2.039  3.386  -0.112  0.0007
C  -4.618  2.660  -1.934  0.0000
C  -3.461  2.252  -2.853  0.0000
C  -4.703  4.186  -1.827  0.0000
C  -5.936  2.124  -2.495  0.0000
N  -2.064  -0.437  2.532  0.0011
C  -1.985  -0.736  3.863  0.0003
C  -1.841  -2.069  3.995  0.0001
N  -1.815  -2.625  2.732  0.0001
C  -1.980  -1.600  1.839  0.0005
S  -2.184  -1.677  0.190  0.0001
C  -1.772  -4.070  2.511  0.0000
C  -1.217  -4.428  1.134  0.0000
C  -0.856  -4.722  3.554  0.0000
C  -3.203  -4.609  2.638  0.0000
C  -0.481  2.256  3.523  0.0030
S  0.851  1.227  3.381  -0.0090
H  2.460  4.903  4.411  0.0000
H  1.250  4.949  3.121  0.0000
H  2.057  3.441  3.519  0.0000
H  1.926  3.596  6.572  0.0000
H  1.470  2.188  5.607  -0.0004
H  0.330  2.860  6.778  0.0000
H  0.927  5.808  6.108  0.0000
H  -0.691  5.159  6.355  0.0000
H  -0.295  6.035  4.864  0.0000
H  -2.183  4.739  4.674  0.0000
H  -3.546  3.068  3.039  0.0001
H  -0.974  0.928  1.133  0.0068
H  -4.582  -0.199  1.708  0.0000
H  -6.033  0.721  -0.380  0.0001
H  -2.539  2.697  -2.491  0.0000
H  -3.635  2.585  -3.872  0.0000
H  -3.345  1.170  -2.845  0.0000
H  -3.823  4.570  -1.318  0.0000
H  -5.591  4.491  -1.274  0.0000
H  -4.742  4.615  -2.825  0.0000
H  -5.889  1.048  -2.640  0.0000
H  -6.125  2.593  -3.457  0.0000
H  -6.768  2.360  -1.834  0.0000
H  -2.032  0.022  4.617  0.0000
H  -1.758  -2.655  4.884  0.0000
H  -0.219  -4.016  1.006  0.0000
H  -1.851  -4.029  0.349  0.0000
H  -1.174  -5.510  1.042  0.0000
H  0.139  -4.288  3.501  0.0000
H  -0.771  -5.780  3.330  0.0000
H  -1.225  -4.629  4.571  0.0000
H  -3.821  -4.189  1.849  0.0000
H  -3.636  -4.335  3.597  0.0000
H  -3.201  -5.693  2.542  0.0000
B  1.479  5.406  0.006  -0.0004
C  1.207  3.957  0.448  -0.0024
N  1.003  2.861  0.771  -0.0125
H  1.329  5.424  -1.187  -0.0002
H  2.606  5.688  0.320  0.0000
H  0.691  6.121  0.569  0.0000
C  2.584  -6.120  -2.149  0.0000
C  3.061  -4.734  -2.445  0.0000
C  2.238  -3.817  -3.090  0.0000
C  2.703  -2.548  -3.390  0.0000
C  3.999  -2.204  -3.059  0.0000
C  4.834  -3.102  -2.423  0.0000
C  4.362  -4.365  -2.114  0.0000
S  4.584  -0.548  -3.415  0.0000
O  3.638  0.077  -4.299  0.0000
O  5.955  -0.646  -3.838  0.0000
N  4.573  0.270  -1.993  0.0002
C  5.481  -0.178  -0.961  0.0000
C  5.372  0.714  0.273  0.0018
C  3.985  0.466  0.906  0.0022
O  3.883  -0.207  1.920  -0.0004
O  3.032  0.946  0.218  0.0226
H  1.500  -6.169  -2.158  0.0000
H  2.944  -6.447  -1.176  0.0000
H  2.967  -6.803  -2.907  0.0000
H  1.223  -4.087  -3.342  0.0000
H  2.086  -1.821  -3.895  0.0000
H  5.847  -2.808  -2.195  0.0000
H  5.000  -5.065  -1.595  0.0000
H  3.676  0.578  -1.624  0.0001
H  6.489  -0.145  -1.387  0.0000
H  5.256  -1.216  -0.660  0.0000
H  5.455  1.761  -0.013  0.0000
H  6.144  0.458  0.997  0.0004
N  -1.380  -3.866  -8.455  0.0000
C  -1.137  -3.166  -7.572  0.0000
C  -0.842  -2.307  -6.504  0.0001
C  -0.921  -2.760  -5.178  0.0000
C  -0.602  -1.925  -4.135  0.0000
C  -0.182  -0.612  -4.384  0.0001
C  -0.147  -0.145  -5.702  0.0001
C  -0.470  -0.975  -6.747  0.0000
N  0.237  0.209  -3.336  0.0006
C  1.110  1.267  -3.427  0.0003
C  1.300  1.722  -2.160  0.0006
N  0.553  0.975  -1.295  0.0136
C  -0.072  0.080  -2.021  0.0021
H  -1.227  -3.778  -4.988  0.0000
H  -0.659  -2.287  -3.120  0.0000
H  0.134  0.878  -5.891  0.0000
H  -0.440  -0.611  -7.762  0.0000
H  1.582  1.557  -4.339  0.0001
H  1.913  2.530  -1.816  0.0001
H  -0.765  -0.645  -1.638  0.0001
S  2.709  -3.101  0.572  -0.0012
C  2.132  -2.769  2.163  -0.0001
C  1.344  -1.670  2.158  -0.0006
N  1.180  -1.076  0.943  -0.0070
C  1.816  -1.738  0.018  -0.0016
H  2.435  -3.382  2.989  0.0000
H  0.878  -1.254  3.034  0.0000
H  1.853  -1.470  -1.020  -0.0001

=====

# 7
ORCA calculation (the ωB97M-V functional and the def2-TZVPD basis) on a gas-phase ion, C2HO2S2 (charge -1).

HOMO energy: -4.216 eV
lowest unoccupied orbital energy: 3.394 eV
total charge: -1
orbital gap: 7.610 eV
SMILES: O=C([O-])C(=S)S

Last column: natural (NBO) charge in e.
Cartesian coordinates (Å):
O  -2.286  0.101  0.260  -0.6821
C  -1.212  -0.379  -0.015  0.7228
O  -0.903  -1.522  -0.413  -0.7486
C  0.189  0.439  0.146  -0.4299
S  0.425  2.011  0.442  -0.0809
S  1.286  -0.808  -0.243  0.1873
H  2.502  0.158  -0.178  0.0314

=====

# 8
ORCA calculation (the ωB97M-V functional and the def2-TZVPD basis) on C5H9NO in the gas phase.

HOMO energy: -9.654 eV
lowest unoccupied orbital energy: 0.927 eV
orbital gap: 10.582 eV
SMILES: C[C@@H]1C(=O)N[C@@H]1C

Last column: natural (NBO) charge in e.
Cartesian coordinates (Å):
C  1.138  1.090  -0.943  -0.6138
C  0.757  -0.322  -0.522  -0.3117
C  -0.407  -0.918  -1.335  0.6890
O  -0.673  -1.020  -2.508  -0.5936
N  -1.094  -1.230  -0.195  -0.6283
C  -0.130  -0.639  0.735  -0.0231
C  -0.701  0.457  1.619  -0.6267
H  0.269  1.660  -1.288  0.2154
H  1.834  1.035  -1.788  0.2286
H  1.628  1.648  -0.140  0.2124
H  1.640  -0.969  -0.527  0.2231
H  -2.039  -1.560  -0.062  0.4019
H  0.345  -1.397  1.372  0.1806
H  -1.069  1.311  1.043  0.2141
H  0.043  0.805  2.344  0.2176
H  -1.542  0.049  2.195  0.2144

=====

Maximum force (computed, eV/A): 3.4; 5.5; 1.9; 9.1; 2.5; 1.8; 3.8; 0.4
E_tot (computed, Ha): -476.598886; -796.277056; -1743.990833; -2857.792914; -2856.420625; -6131.924441; -1023.711067; -325.909235
Relative energy (zero: lowest compared OMol25 entry of this formula, charge and spin) (computed, kcal/mol): 49.43; 27.55; 0.00; 42.00; 67.33; 16.13; 8.91; 17.77